DFT (the ωB97M-V functional and the def2-TZVPD basis) results for a structure of composition C27H38BBr3ClN4O5S2.

Each line ends with the Löwdin charge.
Element x y z (Å)
C (2.76164, 2.36190, 5.21745)  -0.1276
O (2.21826, 3.57978, 4.64583)  -0.2401
C (2.44735, 3.63026, 3.19527)  -0.2176
C (1.20918, 4.51623, 2.60751)  -0.1631
C (1.29388, 4.42037, 1.00045)  -0.2080
C (-0.12563, 4.24118, 0.25450)  -0.2001
C (-1.37692, 4.89698, 1.02340)  -0.2204
C (-2.75535, 4.85722, 0.18941)  -0.2287
C (-3.27688, 3.37634, -0.16052)  -0.2168
C (-3.40395, 2.40205, 1.14534)  -0.1987
C (-2.53413, 1.09198, 0.81920)  -0.2365
C (-2.46869, 0.00382, 2.00007)  -0.0730
B (-2.13470, -1.53348, 1.51724)  -0.9138
O (-3.11923, -2.33441, 2.35482)  0.0544
C (-2.44637, -2.45430, 3.60436)  -0.2660
N (-1.78718, -2.54992, 4.62341)  0.1062
O (-0.69570, -1.86122, 1.75160)  0.0193
C (-0.29666, -2.79322, 0.73264)  -0.4035
O (-0.95844, -4.03494, 1.18354)  -0.0290
C (1.22740, -3.26452, 0.62454)  -0.0897
C (2.22937, -2.19906, -0.03453)  -0.2759
C (2.46470, -0.89471, 0.88328)  -0.4321
S (4.31819, -0.59502, 0.95951)  0.8520
C (4.79803, 0.72923, -0.22090)  -1.0248
S (6.38185, 1.32386, -0.17823)  0.5782
N (3.82678, 1.25694, -1.20081)  -0.1882
C (3.09520, 0.58324, -2.26351)  -0.0286
C (2.24465, 1.75627, -2.83366)  -0.1170
N (2.49984, 3.03437, -2.16152)  0.0255
C (3.48993, 2.66550, -1.16586)  -0.1373
C (-1.05645, -2.14252, -0.53486)  -0.5773
Cl (-0.44416, -0.57787, -1.27772)  0.7147
C (-1.00471, -3.25074, -1.73409)  -0.1819
C (-2.16718, -4.26716, -1.69960)  0.0435
C (-2.12662, -5.39182, -2.81336)  -0.0290
C (-0.85518, -5.22219, -3.75260)  -0.0812
C (0.19257, -4.09553, -3.64712)  -0.1126
N (0.09765, -3.11045, -2.61838)  0.0291
O (-2.32618, -1.88212, 0.07327)  -0.0004
H (3.27377, 1.67630, 4.45908)  0.0851
H (1.96013, 1.74499, 5.76505)  0.0958
H (3.53336, 2.68548, 6.01832)  0.0916
H (3.46653, 4.08904, 2.93673)  0.1300
H (2.36370, 2.58511, 2.72031)  0.1159
H (1.33520, 5.62275, 2.91264)  0.1182
H (0.26721, 4.05576, 3.06041)  0.1101
H (1.83351, 5.34146, 0.55586)  0.1166
H (1.90778, 3.46445, 0.76544)  0.0710
H (-0.28765, 3.13147, -0.00693)  0.0939
H (-0.03665, 4.79418, -0.75492)  0.1112
H (-1.58713, 4.40945, 2.03700)  0.0854
H (-1.09346, 6.00444, 1.22395)  0.1182
H (-2.55415, 5.38424, -0.81862)  0.1014
H (-3.61105, 5.44540, 0.70388)  0.1080
H (-2.51769, 2.91443, -0.90077)  0.1020
H (-4.26304, 3.46809, -0.73632)  0.0998
H (-4.53229, 2.15052, 1.21804)  0.1070
H (-3.12767, 2.93389, 2.11883)  0.0987
H (-1.44251, 1.45283, 0.64940)  0.0845
H (-2.90297, 0.66217, -0.17291)  0.1027
H (-1.77725, 0.32402, 2.87646)  0.1203
H (-3.53313, -0.02802, 2.46893)  0.1117
H (-0.69673, -4.15717, 2.13072)  0.1177
H (1.59142, -3.52883, 1.67785)  0.1330
H (1.26735, -4.21275, -0.03966)  0.1335
H (3.26109, -2.72833, -0.11380)  0.0879
H (1.95144, -1.95000, -1.13250)  0.0644
H (1.89359, 0.00089, 0.45771)  0.0732
H (2.11695, -1.12278, 1.94993)  0.0936
H (3.15217, -0.51489, -2.55233)  0.1148
H (1.49005, 1.65902, -3.68903)  0.0959
H (3.98294, 3.32542, -0.37771)  0.1216
H (-3.00207, -4.25103, -0.90697)  0.1225
H (-2.89301, -6.22791, -2.89541)  0.0575
H (-0.69640, -6.01306, -4.59350)  0.0096
H (1.09108, -4.03028, -4.36708)  0.1034
C (-2.14329, -7.47271, -7.40962)  -1.6018
Br (-0.23320, -7.13541, -7.45948)  0.5628
Br (-2.78918, -7.69429, -5.59386)  0.5976
Br (-3.14155, -6.11405, -8.36897)  0.5601
H (-2.31340, -8.41665, -7.92552)  -0.0308

Summary:
total charge = -1
2S+1 = 1
E_HOMO = -6.10 eV
maximum force = 6.4 eV Å⁻¹
frontier orbital gap = 0.26034 Ha